The following is a quantum chemistry calculation of 2 unconnected molecules or ions with the total composition C3H12N2OS, from the OMol25 dataset.

**Strongest force on any atom**: 0.035 Eh/bohr
**SMILES string**: NC[C@@H](N)CS.O
**ΔE to the lowest compared entry with this formula, charge and spin**: 5.9 kcal/mol
**Energy**: -704.42885 Eh

```
19
Properties=species:S:1:pos:R:3:forces:R:3:lowdin_charge:R:1
N 0.59952 0.95650 1.49735 0.24 -0.71 0.49 -0.001
C 1.05326 -0.17050 0.65227 -0.33 0.92 -0.71 -0.239
C 0.04466 -0.44707 -0.45040 -1.09 0.75 0.23 -0.492
N -0.35234 0.80660 -1.11196 0.27 -0.13 -0.33 0.030
C 0.64131 -1.40184 -1.45621 -1.08 -1.07 0.59 -0.526
S -0.32924 -1.67010 -2.97475 -0.19 0.08 0.02 0.720
H 0.94885 0.76115 2.43071 -0.09 0.31 0.04 0.078
H 1.06887 1.80010 1.19100 -0.14 0.05 -0.01 0.082
H 1.18004 -1.07784 1.22062 0.14 -0.20 0.40 0.115
H 1.98813 0.10386 0.17280 0.39 -0.18 -0.04 0.113
H -0.85183 -0.85561 0.04426 0.20 -0.46 -0.19 0.138
H -0.95908 1.36789 -0.52725 0.22 -0.04 0.34 0.062
H -0.94133 0.55448 -1.89708 0.02 0.08 -0.19 0.023
H 0.80779 -2.35792 -0.95302 -0.10 -0.01 -0.19 0.087
H 1.57698 -1.06808 -1.77636 1.55 0.78 -0.39 0.045
H -0.33775 -3.00197 -2.94582 -0.05 -0.12 0.06 -0.157
O -2.07892 2.14529 2.57901 -0.23 0.30 0.33 -0.077
H -2.77707 1.89422 1.96840 0.19 -0.12 -0.03 0.024
H -1.28185 1.66084 2.33642 0.08 -0.21 -0.42 -0.025
```
Positions in Å, forces in eV/Å.

The following is a quantum chemistry calculation of a molecular structure, C4H6N2O2, from the OMol25 dataset.

**Strongest force on any atom**: 0.193 Eh/bohr
**ΔE to the lowest compared entry with this formula, charge and spin**: 199.5 kcal/mol
**Energy**: -415.72269 Eh

```
14
Properties=species:S:1:pos:R:3:forces:R:3:lowdin_charge:R:1
C -0.10944 -0.31847 -0.27850 -2.12 1.96 -0.08 -0.341
C 2.36715 -0.67300 -0.43962 1.59 -0.02 5.89 -0.076
C -0.95502 1.12562 -0.14370 0.96 -3.31 0.10 -0.133
C -0.16702 2.17978 0.15997 0.37 -0.41 1.84 -0.045
H -1.82408 -0.83382 1.06541 -1.18 -2.04 -1.20 0.136
H -2.16386 -2.47274 0.36795 -0.03 0.04 0.60 0.094
H 2.90743 -1.47938 -1.39126 -1.88 2.93 3.04 0.225
H -2.10615 0.93647 -0.38210 2.70 1.18 0.30 0.126
H 1.15682 1.81769 0.83137 -4.30 1.65 -2.54 0.231
H -0.68841 3.21746 0.11788 1.64 -1.64 0.44 0.066
N -1.78525 -1.54889 0.26575 -4.67 1.78 3.58 -0.040
N -0.61856 -1.50767 -0.21670 6.90 2.31 -2.94 -0.040
O 1.11399 0.09651 -0.77838 3.46 -3.42 0.20 -0.131
O 2.87242 -0.53955 0.82193 -3.45 -1.01 -9.24 -0.072
```
Positions in Å, forces in eV/Å.

The following is a quantum chemistry calculation of 2 unconnected molecules or ions with the total composition C3H13N2O, from the OMol25 dataset.

**Strongest force on any atom**: 0.099 Eh/bohr
**Charge**: +1
**ΔE to the lowest compared entry with this formula, charge and spin**: 37.0 kcal/mol
**Energy**: -306.57671 Eh

```
19
Properties=species:S:1:pos:R:3:forces:R:3:lowdin_charge:R:1
C -0.62955 0.27418 0.92543 -0.05 1.50 1.27 -0.188
C -1.14805 0.55513 -0.49388 -2.59 1.27 3.00 -0.188
C -0.20956 1.55289 -1.01326 3.26 2.72 -2.86 -0.199
N 1.21900 0.96863 -1.33717 -0.47 -1.45 -1.73 -0.012
N 0.83604 -0.08052 0.89485 0.34 1.99 0.95 0.103
H -0.64772 1.29491 1.41898 -0.37 -1.45 -0.09 0.138
H -1.19140 -0.48125 1.47151 0.12 0.25 0.02 0.110
H -2.22311 1.08997 -0.26939 2.60 -1.19 -0.85 0.194
H -1.37566 -0.31864 -1.05481 0.19 -0.63 -0.78 0.105
H 0.14185 2.30533 -0.24226 -1.28 -0.52 -0.83 0.139
H -0.53623 2.07449 -1.95477 0.08 -0.32 1.18 0.135
H 2.08258 1.49805 -1.18218 -0.98 0.50 0.17 0.112
H 1.02010 0.16679 -0.19341 1.70 0.00 0.33 0.043
H 1.38229 0.50443 -2.27015 -0.89 0.75 1.27 0.133
H 1.52695 0.42874 1.55805 -1.91 -0.92 -1.41 0.206
H 0.93387 -1.03878 1.02886 0.23 -2.36 0.38 0.067
H -0.45373 -3.24309 0.02184 0.33 0.84 1.16 0.088
H -0.72211 -3.25747 1.55161 0.81 1.03 -1.14 0.099
O -0.30000 -2.69168 0.83783 -1.09 -2.01 -0.04 -0.085
```
Positions in Å, forces in eV/Å.

The following is a quantum chemistry calculation of 2 unconnected molecules or ions with the total composition C10H16S, from the OMol25 dataset.

**Strongest force on any atom**: 0.025 Eh/bohr
**SMILES string**: Cc1ccccc1.CCSC
**ΔE to the lowest compared entry with this formula, charge and spin**: 10.7 kcal/mol
**Energy**: -788.80160 Eh

```
27
Properties=species:S:1:pos:R:3:forces:R:3:lowdin_charge:R:1
C -2.47882 -1.64517 -0.66335 0.81 -0.63 0.75 -0.053
C -2.11703 -0.36640 0.04790 -0.10 0.18 -1.06 -0.289
C -1.63018 -0.27915 1.33068 -0.26 0.54 0.64 -0.064
C -1.24123 0.95554 1.87466 0.12 -0.81 0.08 -0.097
C -1.33236 2.11465 1.14623 -0.47 -0.01 -0.66 -0.095
C -1.81088 2.02211 -0.16804 0.63 0.10 -0.32 -0.089
C -2.15517 0.80642 -0.72409 -0.06 -0.12 0.33 -0.062
H -2.35742 -2.50910 -0.00536 -0.11 0.06 0.12 0.074
H -1.74300 -1.81268 -1.45718 -0.35 0.08 -0.19 0.082
H -3.49089 -1.68168 -1.04367 -0.15 0.23 -0.24 0.076
H -1.62621 -1.11112 2.02060 0.14 -0.38 -0.28 0.107
H -0.82176 0.89871 2.86669 -0.07 0.43 0.24 0.099
H -1.09160 3.08906 1.53827 0.25 0.02 0.19 0.098
H -1.75537 2.88666 -0.81913 -0.31 0.14 0.15 0.100
H -2.45058 0.72727 -1.77057 0.02 0.15 0.23 0.115
C 2.67945 1.34774 -1.18137 -0.57 0.77 0.58 -0.168
C 1.89524 0.06680 -0.93769 0.35 -1.12 0.45 -0.534
S 2.99951 -1.40217 -0.77636 -0.28 0.05 -0.17 0.770
C 2.40453 -2.14140 0.75926 0.51 0.11 0.17 -0.439
H 2.38783 1.83195 -2.11413 0.40 -0.17 -0.12 0.067
H 3.75532 1.23090 -1.06189 -0.01 -0.24 -0.51 0.053
H 2.43216 2.07763 -0.40117 -0.15 -0.07 -0.06 0.065
H 1.33923 0.06928 -0.00189 -0.03 0.29 0.04 0.049
H 1.18021 -0.21873 -1.70165 -0.04 0.44 -0.28 0.053
H 2.94335 -3.07945 0.83571 0.00 -0.25 0.02 0.018
H 2.75029 -1.52490 1.59026 -0.35 -0.01 0.09 0.031
H 1.33539 -2.35279 0.81729 0.08 0.21 -0.20 0.032
```
Positions in Å, forces in eV/Å.

The following is a quantum chemistry calculation of C3H4OS in the gas phase, from the OMol25 dataset.

**Strongest force on any atom**: 0.125 Eh/bohr
**SMILES string**: C1=CSCO1
**ΔE to the lowest compared entry with this formula, charge and spin**: 69.1 kcal/mol
**Energy**: -590.01458 Eh

```
9
Properties=species:S:1:pos:R:3:forces:R:3:lowdin_charge:R:1
C 0.95073 -0.86994 0.17968 -3.80 1.95 -0.38 -0.124
C 1.21657 0.31432 -0.34791 -4.06 -1.95 0.60 -0.395
S -0.14799 1.28279 -0.95325 -0.33 -0.75 0.11 0.844
C -1.23084 0.27789 0.16545 -1.32 0.93 0.91 -0.473
O -0.46546 -0.91420 0.40622 -0.83 -0.70 0.32 -0.236
H 1.31972 -1.87012 0.22848 0.90 0.06 0.48 0.119
H 2.04810 0.73643 -0.56096 5.84 2.14 -1.54 -0.017
H -2.45733 -0.08382 -0.17891 4.13 1.35 0.86 0.177
H -1.23351 1.12667 1.06120 -0.52 -3.03 -1.37 0.104
```
Positions in Å, forces in eV/Å.

The following is a quantum chemistry calculation of a gas-phase ion, C11H11O2 (charge +1), from the OMol25 dataset.

**Strongest force on any atom**: 0.069 Eh/bohr
**Charge**: +1
**ΔE to the lowest compared entry with this formula, charge and spin**: 105.4 kcal/mol
**Energy**: -575.76878 Eh

```
24
Properties=species:S:1:pos:R:3:forces:R:3:lowdin_charge:R:1
C -4.45376 0.41358 -0.42357 2.63 -1.08 1.61 0.059
C -4.13382 0.03842 0.93369 -3.36 0.81 -0.75 -0.046
C -3.35451 0.44272 -1.31168 -0.71 -0.59 1.35 -0.045
C -2.84949 -0.13164 1.29501 2.35 -0.48 2.21 -0.014
C -2.06142 0.10935 -1.02756 -0.19 0.43 2.72 0.048
C -1.74448 -0.11146 0.37782 -1.31 0.16 -2.65 -0.175
C -0.43391 -0.19859 0.73620 1.46 -0.09 2.40 0.148
C 2.74958 0.94737 0.10262 0.01 1.35 0.92 -0.303
C 1.99786 -0.34586 0.32890 2.15 0.87 -0.73 -0.186
C 4.26897 0.84932 -0.27044 -0.68 2.19 2.07 0.017
C 2.64627 -1.63959 0.11191 -1.97 -1.02 2.36 0.033
O 2.14260 2.00786 0.22170 0.77 -1.55 -0.32 0.106
O 0.75329 -0.25374 0.47604 -2.83 0.23 -0.47 0.181
H -5.45325 0.63033 -0.73979 -0.29 0.14 -0.12 0.119
H -4.97733 -0.02468 1.71563 1.57 0.12 -1.36 0.153
H -3.48117 0.70145 -2.28102 -0.97 0.85 -2.95 0.083
H -2.62883 -0.27705 2.39090 -0.09 0.04 -1.37 0.152
H -1.28762 0.21766 -1.76100 0.23 -0.22 -0.28 0.129
H 4.33002 0.12679 -0.99865 0.51 -1.37 -2.08 0.030
H 4.97332 0.50189 0.54646 -1.14 0.55 -0.56 0.125
H 4.58023 1.86478 -0.64515 -0.29 -1.19 0.42 0.116
H 3.02012 -2.10437 1.03836 0.02 0.27 -0.14 0.127
H 3.42607 -1.40890 -0.49512 2.34 -0.13 -1.82 0.038
H 1.97123 -2.35562 -0.32124 -0.21 -0.31 -0.44 0.106
```
Positions in Å, forces in eV/Å.